ORCA calculation (ωB97M-V with the def2-TZVPD basis set) on C5H18F6Hg3O10P3 as an isolated structure in a non-equilibrium geometry.

```
45
Properties=species:S:1:pos:R:3:forces:R:3:nbo_charge:R:1
Hg -3.9837 -0.1455 2.7351 1.221 -0.558 1.504 1.813
Hg 1.9606 0.2699 3.8401 0.668 -0.440 0.048 0.963
Hg -0.2699 -3.4949 -0.5111 -0.919 1.622 1.004 1.733
O 0.5982 0.0878 1.8053 -3.053 -0.908 -3.192 -1.122
P -0.5236 -0.1089 0.7857 0.781 -0.557 1.233 2.611
O -0.7112 -1.2740 -0.2131 0.874 2.339 1.321 -1.212
F -0.8755 1.2922 0.1143 0.585 -1.755 0.352 -0.549
F -1.9706 -0.2026 1.6247 1.414 0.253 -0.970 -0.655
O -3.2374 -2.2216 3.1593 0.873 -1.770 -0.699 -1.208
P -2.1154 -3.2366 2.9433 2.644 -1.052 -1.552 2.652
O -1.3667 -3.3761 1.5481 -1.559 0.354 2.074 -1.253
F -2.4727 -4.7665 3.3264 0.210 3.252 -0.256 -0.508
F -0.9513 -2.8462 3.9776 -1.966 -0.840 -1.349 -0.527
O -0.0126 0.1738 5.0035 -1.840 0.129 0.301 -1.179
P -1.3769 0.7383 5.1851 -0.525 1.139 1.663 2.656
O -2.5547 0.4559 4.2705 0.046 -0.126 -0.088 -1.283
F -1.2826 2.3691 5.1149 -0.251 -2.501 0.737 -0.557
F -1.9087 0.3592 6.6828 1.017 1.189 -2.850 -0.526
C -2.7858 3.2760 -1.8808 2.202 -1.162 -0.097 -0.256
O -2.8970 3.1009 -0.4664 -1.044 0.414 0.187 -0.733
H -3.0372 4.2408 -2.3213 -0.739 -0.187 0.689 0.216
H -1.7127 3.1802 -2.0462 0.390 0.373 -0.508 0.155
H -3.1385 2.3931 -2.4140 -0.918 0.354 -0.199 0.161
H -2.3405 2.3466 -0.2593 -0.131 0.345 -0.099 0.458
O 0.9994 2.3847 3.4855 0.236 0.575 -0.106 -0.990
H 1.0588 2.9599 4.2483 0.070 0.303 0.373 0.506
H 0.2957 2.7600 2.9562 -0.211 -0.016 -0.374 0.506
C 2.5741 -2.6289 -3.8439 -0.113 0.634 0.214 -0.651
C 1.5069 -3.5188 -3.2669 0.650 -0.443 -1.980 -0.095
O 0.5166 -2.7348 -2.5236 0.409 -1.158 1.093 -0.787
H 3.4046 -3.2371 -4.2022 0.254 0.059 0.541 0.261
H 2.8036 -1.9023 -3.0645 0.819 -0.002 -0.190 0.227
H 2.2786 -2.0858 -4.7416 -0.468 0.082 0.128 0.231
H 1.9721 -4.3122 -2.6819 -0.501 0.246 0.527 0.201
H 1.0303 -3.9589 -4.1428 -0.503 -0.479 0.440 0.205
H -0.0535 -2.3452 -3.1905 -0.605 0.342 0.081 0.532
C 1.5144 1.6704 -1.9836 -3.157 -0.166 0.659 -0.623
C 2.6658 1.6137 -2.8832 -1.843 0.610 -1.939 -0.065
O 3.6985 1.7538 -2.0557 4.135 0.143 1.583 -0.706
H 1.6286 0.9743 -1.1526 0.124 -0.179 0.000 0.186
H 0.5359 1.5045 -2.4342 -0.156 -0.425 -0.378 0.190
H 1.3458 2.6509 -1.5382 0.585 0.233 0.068 0.212
H 2.6088 2.4362 -3.5962 -0.047 0.081 -0.354 0.169
H 2.7333 0.7159 -3.4977 0.097 -0.312 0.258 0.159
H 3.8481 2.6884 -1.8953 0.247 -0.031 0.103 0.478
```
Positions in Å, forces in eV/Å.

Calculated values
**Expectation value of S²**: 0.75
**Maximum force**: 4.51 eV/A
**DFT total energy**: -82636.539 eV
**Charge**: +2
**Gap between HOMO and LUMO (alpha / beta)**: 0.1328 / 0.1551 Ha
**Multiplicity**: 2

---

ORCA calculation (ωB97M-V with the def2-TZVPD basis set) on a 2-piece molecular cluster, ClHO3S overall in a non-equilibrium geometry.

```
6
Properties=species:S:1:pos:R:3:forces:R:3:nbo_charge:R:1
O -0.4854 0.1272 -1.1809 0.132 -0.409 1.279 -0.847
O -1.0047 0.6459 1.1769 0.543 0.537 0.598 -0.806
O -1.3039 -1.6071 0.3358 0.165 -1.725 0.312 -0.808
S -0.8207 -0.3077 0.1576 -1.174 1.538 -2.172 2.456
Cl 2.2395 0.4323 0.2115 0.062 -0.051 0.054 -0.282
H 1.3751 0.7095 -0.7010 0.272 0.111 -0.071 0.285
```
Positions in Å, forces in eV/Å.

Calculated values
**Maximum force**: 2.91 eV/A
**DFT total energy**: -29514.995 eV
**Gap between HOMO and LUMO**: 0.3906 Ha
**Structure (SMILES)**: O=S(=O)=O.Cl

---

ORCA calculation (ωB97M-V with the def2-TZVPD basis set) on one molecule with the formula C42H70O4.

```
116
Properties=species:S:1:pos:R:3:forces:R:3:lowdin_charge:R:1
C -2.5956 6.6015 -6.6735 0.064 -0.033 -0.001 -0.105
C -1.2512 7.3493 -6.5995 -0.017 -0.084 0.021 -0.249
C -0.0303 6.5555 -7.1081 -0.127 -0.018 -0.041 -0.221
C 0.8486 6.0119 -5.9800 -0.014 -0.047 -0.038 -0.223
C 0.2168 4.8853 -5.1614 -0.127 0.133 0.060 -0.216
C -0.0613 3.6072 -5.9496 0.005 -0.031 0.164 -0.212
C -0.3874 2.3984 -5.0570 0.084 0.098 -0.036 -0.201
C 0.0175 1.0400 -5.6578 -0.083 0.095 -0.128 -0.214
C -1.0587 -0.0358 -5.5208 -0.004 0.083 -0.110 -0.226
C -0.5668 -1.4271 -5.9037 -0.021 0.015 -0.037 -0.217
C -1.5230 -2.5527 -5.5055 -0.105 0.044 -0.082 -0.206
C -0.8535 -3.9310 -5.3778 -0.036 -0.119 -0.118 -0.209
C -0.9759 -4.5147 -3.9713 0.067 0.036 0.071 -0.210
C -0.2735 -3.6473 -2.9243 0.008 -0.139 -0.035 -0.203
C 1.2517 -3.7604 -2.9793 0.093 -0.123 0.087 -0.169
C 2.0507 -2.5716 -2.3716 -0.049 -0.001 0.056 -0.131
C 1.2036 -1.5430 -1.6608 -0.084 0.272 0.011 -0.170
C 0.7949 -0.4195 -2.3918 0.060 -0.075 0.233 -0.001
C 0.0263 0.5824 -1.8241 0.025 -0.187 0.313 0.019
C -0.3373 0.4699 -0.4852 0.185 -0.290 -0.230 -0.074
C 0.0245 -0.6685 0.2524 -0.064 0.211 -0.222 -0.020
C 0.7938 -1.6955 -0.3263 -0.160 0.152 -0.084 -0.104
C 1.1962 -2.9162 0.4649 0.110 -0.159 -0.022 -0.117
C 2.2222 -2.6498 1.5879 -0.170 -0.066 -0.088 -0.183
C 3.3096 -1.6383 1.2408 0.196 0.017 -0.011 -0.160
C 4.1515 -1.2755 2.4547 0.147 0.345 -0.186 -0.277
O 5.1321 -0.2890 2.1416 0.037 0.024 -0.070 -0.059
C -0.4781 -0.7331 1.6555 0.116 0.357 -0.199 -0.257
O -0.6132 -1.7667 2.2669 -0.073 -0.407 0.323 0.116
C -0.8282 0.5529 2.3428 -0.031 -0.058 -0.053 -0.124
C -0.9332 0.4866 3.8342 -0.140 0.131 0.012 -0.133
C -2.3095 -0.0066 4.3325 0.027 -0.079 -0.087 -0.175
C -2.7547 0.7226 5.5990 0.070 0.081 -0.080 -0.204
C -4.0281 0.1575 6.2442 0.033 0.033 0.066 -0.188
C -3.8295 -0.9073 7.3477 -0.017 -0.026 -0.122 -0.196
C -2.5593 -1.7571 7.2246 0.005 -0.151 0.103 -0.209
C -1.3219 -1.1842 7.9372 -0.046 -0.018 -0.003 -0.198
C 0.0155 -1.5938 7.2886 0.050 -0.031 -0.084 -0.173
C 0.8698 -0.4158 6.7719 0.142 0.008 -0.097 -0.194
C 2.3173 -0.4054 7.2761 -0.011 -0.126 -0.061 -0.161
C 3.2473 -1.3590 6.4986 0.005 0.126 -0.029 -0.206
O 2.5601 -2.4546 5.9232 -0.072 -0.169 0.160 -0.175
C 2.2698 -2.3694 4.5454 -0.156 -0.106 0.703 -0.139
C -1.1195 1.6338 1.6179 0.000 -0.026 0.138 0.074
C -1.0931 1.5933 0.1431 0.237 -0.317 0.174 -0.338
O -1.6308 2.4419 -0.5262 -0.178 0.423 -0.211 0.110
H -3.2155 6.9686 -7.4925 0.027 -0.064 -0.030 0.066
H -2.4446 5.5312 -6.8322 -0.023 0.028 0.040 0.054
H -3.1741 6.7142 -5.7556 -0.004 0.026 -0.028 0.067
H -1.0685 7.6319 -5.5596 0.055 0.088 -0.035 0.097
H -1.3290 8.2798 -7.1651 -0.026 0.011 0.087 0.096
H -0.3816 5.7314 -7.7371 0.079 0.020 -0.039 0.099
H 0.5822 7.1853 -7.7576 -0.001 0.026 0.062 0.102
H 1.0842 6.8431 -5.3068 0.057 -0.029 -0.024 0.108
H 1.8043 5.6637 -6.3886 -0.062 -0.021 -0.008 0.108
H 0.8839 4.6452 -4.3278 -0.002 0.004 -0.004 0.110
H -0.7142 5.2505 -4.7097 0.029 -0.069 0.034 0.115
H 0.8174 3.3749 -6.5607 -0.009 0.012 -0.027 0.114
H -0.9003 3.7799 -6.6287 0.129 -0.091 -0.163 0.099
H -1.4581 2.3830 -4.8351 0.004 0.070 0.047 0.116
H 0.1224 2.5390 -4.0978 -0.063 -0.030 -0.082 0.088
H 0.9456 0.6948 -5.1898 -0.024 0.026 -0.090 0.094
H 0.2525 1.1686 -6.7206 -0.015 -0.038 0.039 0.112
H -1.4528 -0.0437 -4.4982 0.108 -0.040 0.035 0.105
H -1.9007 0.2442 -6.1665 -0.028 -0.036 0.120 0.122
H 0.4131 -1.6066 -5.4430 -0.049 0.024 0.080 0.100
H -0.3978 -1.4549 -6.9857 0.115 -0.053 0.036 0.120
H -1.9859 -2.2841 -4.5498 -0.010 -0.043 -0.047 0.101
H -2.3437 -2.6079 -6.2266 0.013 0.066 0.040 0.112
H -1.2845 -4.6375 -6.0927 0.019 0.053 0.024 0.106
H 0.2055 -3.8492 -5.6436 -0.042 0.001 -0.034 0.096
H -0.5667 -5.5307 -3.9515 -0.022 0.025 0.021 0.112
H -2.0378 -4.5964 -3.7153 0.053 -0.016 -0.016 0.113
H -0.5791 -2.6096 -3.0726 -0.022 -0.027 0.073 0.093
H -0.6149 -3.9396 -1.9265 -0.014 0.151 -0.002 0.117
H 1.5751 -3.8953 -4.0137 -0.018 0.019 0.020 0.099
H 1.5379 -4.6790 -2.4572 0.001 0.016 -0.074 0.109
H 2.5977 -2.0516 -3.1596 -0.051 -0.027 -0.048 0.112
H 2.8099 -2.9617 -1.6922 0.009 0.071 -0.044 0.101
H 1.1065 -0.3339 -3.4283 -0.017 -0.024 0.115 0.096
H -0.2814 1.4586 -2.3793 0.000 -0.077 0.034 0.099
H 1.6032 -3.6730 -0.2076 -0.019 0.128 -0.046 0.101
H 0.3016 -3.3504 0.9071 0.062 -0.053 0.024 0.116
H 1.7003 -2.3522 2.5035 0.007 0.025 -0.753 0.055
H 2.7094 -3.6036 1.8183 -0.103 0.008 0.049 0.124
H 3.9634 -2.0449 0.4602 -0.029 0.071 -0.008 0.121
H 2.8889 -0.7085 0.8492 -0.051 -0.036 -0.018 0.121
H 4.6276 -2.1661 2.8766 -0.041 0.027 0.069 0.127
H 3.5027 -0.8400 3.2224 0.651 0.054 -0.556 0.081
H 6.0014 -0.6936 2.1344 0.011 -0.021 -0.056 0.080
H -0.1588 -0.1814 4.2123 -0.093 0.118 -0.086 0.085
H -0.7451 1.4867 4.2370 0.009 -0.033 -0.032 0.127
H -3.0545 0.1391 3.5446 -0.040 0.021 0.055 0.122
H -2.2580 -1.0801 4.5138 -0.019 0.056 -0.187 0.096
H -1.9260 0.7149 6.3101 -0.079 0.093 -0.042 0.084
H -2.9180 1.7733 5.3342 0.021 -0.038 0.040 0.114
H -4.6601 -0.2607 5.4541 0.050 0.019 -0.015 0.108
H -4.5950 0.9893 6.6695 -0.056 -0.069 -0.019 0.102
H -3.8439 -0.4255 8.3297 0.062 -0.012 0.004 0.107
H -4.6977 -1.5717 7.3280 0.004 0.075 0.061 0.102
H -2.3239 -1.9192 6.1708 -0.043 -0.042 0.123 0.083
H -2.7595 -2.7508 7.6376 0.033 0.022 -0.070 0.112
H -1.3473 -1.5074 8.9819 -0.004 0.063 -0.014 0.109
H -1.3926 -0.0943 7.9638 0.018 -0.058 0.088 0.087
H -0.1930 -2.2741 6.4577 0.043 -0.005 0.043 0.101
H 0.6175 -2.1810 7.9849 -0.038 0.038 0.027 0.109
H 0.8901 -0.4203 5.6781 0.027 0.030 0.247 0.070
H 0.3987 0.5318 7.0489 0.018 -0.035 0.067 0.105
H 2.3281 -0.6679 8.3371 -0.032 0.039 0.001 0.108
H 2.7212 0.6072 7.1920 0.053 -0.035 0.062 0.108
H 4.0050 -1.7757 7.1669 -0.017 0.043 -0.023 0.119
H 3.7816 -0.8079 5.7165 -0.032 0.017 -0.016 0.114
H 1.2282 -2.6587 4.3777 -0.015 -0.057 0.099 0.097
H 2.9144 -3.0486 3.9768 -0.073 0.107 0.236 0.085
H 2.4107 -1.3543 4.1592 -0.429 -0.386 0.490 0.060
H -1.4334 2.5628 2.0840 -0.039 -0.024 -0.086 0.134
```
Positions in Å, forces in eV/Å.

Calculated values
**Maximum force**: 0.86 eV/A
**DFT total energy**: -52878.747 eV
**Gap between HOMO and LUMO**: 0.3073 Ha

---

ORCA calculation (ωB97M-V with the def2-TZVPD basis set) on CH2O5P2 as an isolated structure in a non-equilibrium geometry.

```
10
Properties=species:S:1:pos:R:3:forces:R:3:nbo_charge:R:1
C 0.3443 -0.8159 -0.2262 -3.252 -0.963 0.541 0.168
O 0.8861 1.6175 -0.3981 0.001 -0.595 -0.232 -1.197
O 2.9116 0.0985 -1.0383 -0.316 -0.414 -1.137 -1.213
O -0.0372 -1.9513 -0.4350 1.308 1.829 0.203 -0.635
O 2.2592 0.2937 1.3703 -1.488 -0.331 -1.506 -1.214
O -2.6681 -0.3323 0.4347 -0.828 2.416 -3.641 -1.057
P -1.2885 0.7032 0.3054 2.271 -1.172 0.967 0.521
P 1.7679 0.3832 -0.1103 2.043 1.636 2.630 2.274
H -2.6514 -0.9072 1.1188 0.461 -2.612 3.354 0.452
H -1.5237 0.9105 -1.0213 -0.200 0.206 -1.179 -0.098
```
Positions in Å, forces in eV/Å.

Calculated values
**Maximum force**: 4.45 eV/A
**DFT total energy**: -29885.166 eV
**Charge**: -2
**Gap between HOMO and LUMO**: 0.2167 Ha

---

ORCA calculation (ωB97M-V with the def2-TZVPD basis set) on an isolated ion of composition C4H5O2S2 and charge -1 in a non-equilibrium geometry.

```
13
Properties=species:S:1:pos:R:3:forces:R:3:nbo_charge:R:1
C 0.9884 0.6739 -1.3131 -1.112 -2.387 0.277 0.740
C -0.0618 0.7564 -0.3487 0.413 -1.880 1.126 -0.484
C -0.1618 -0.2090 0.8296 -0.535 0.743 0.622 -0.347
C -1.3407 -0.7868 0.1194 -0.497 1.816 0.207 -0.293
O 1.4885 -0.6071 -1.5601 0.833 0.534 -0.306 -0.769
O 1.4281 1.5763 -1.9592 0.848 1.395 -0.771 -0.643
S -0.5460 0.6439 2.4827 -3.622 -1.065 -1.410 -0.103
S -1.3170 -2.2969 -0.6104 0.032 -0.118 -0.272 -0.349
H -0.3658 1.7267 -0.0961 -0.695 1.196 0.020 0.211
H 0.7017 -0.8369 1.1289 -0.768 -0.040 -0.975 0.237
H -2.3357 -0.1565 0.1393 2.164 -1.190 0.192 0.214
H 0.6492 0.8641 2.6810 3.656 0.841 0.755 0.089
H 0.8729 -1.3482 -1.4934 -0.717 0.155 0.536 0.497
```
Positions in Å, forces in eV/Å.

Calculated values
**Maximum force**: 4.03 eV/A
**DFT total energy**: -29994.522 eV
**Charge**: -1
**Gap between HOMO and LUMO**: 0.2443 Ha
**Structure (SMILES)**: [O-]/C(O)=C/[C@@H](S)C=S

---

ORCA calculation (ωB97M-V with the def2-TZVPD basis set) on a 2-piece molecular cluster, C5H9ClN2O4P overall in a non-equilibrium geometry.

```
22
Properties=species:S:1:pos:R:3:forces:R:3:nbo_charge:R:1
O -1.6153 2.9942 -1.0319 -0.596 -1.234 -0.477 -0.983
P -1.8128 1.9136 -2.2881 0.968 0.871 -1.693 1.329
O -3.4336 1.6551 -2.4631 0.765 0.115 1.722 -0.964
C -1.0256 0.3857 -1.6426 -2.011 1.138 0.064 -0.302
C 0.2815 0.2124 -1.8869 -0.110 -0.232 0.246 -0.007
N 0.6257 -0.9660 -1.2663 0.341 0.528 -0.870 -0.461
C -0.4495 -1.4762 -0.7117 -0.114 -1.590 1.683 0.382
Cl -0.4663 -2.9391 0.1282 -0.243 0.192 -0.294 0.163
N -1.5092 -0.6955 -0.9001 1.443 0.832 -0.920 -0.510
H -0.7206 2.7940 -0.7027 -0.093 0.228 0.522 0.515
H -3.8260 1.6955 -1.5731 -0.439 -0.104 -0.225 0.483
H 0.9116 0.8770 -2.4552 0.325 -0.328 0.234 0.260
H 1.5615 -1.3474 -1.2440 0.031 0.004 0.707 0.474
H -2.4602 -0.8183 -0.6027 0.102 -0.306 0.299 0.446
O 2.1181 0.6991 1.0789 0.244 0.425 -0.839 -1.012
C 2.3083 0.0271 2.2445 -1.151 -0.622 -0.309 -0.052
C 1.1820 -1.1006 2.4346 1.238 0.765 1.196 -0.010
O 1.3104 -1.7788 3.5696 -0.585 -0.626 -0.061 -0.930
H 2.2776 0.6299 3.1805 -0.251 0.234 -0.125 0.080
H 3.2711 -0.5225 2.3511 0.031 -0.110 -0.322 0.078
H 1.2658 -1.6859 1.4951 0.384 -0.449 -0.565 -0.001
H 0.2053 -0.5533 2.2861 -0.280 0.271 0.027 0.024
```
Positions in Å, forces in eV/Å.

Calculated values
**Maximum force**: 2.32 eV/A
**DFT total energy**: -38307.932 eV
**Charge**: -1
**Gap between HOMO and LUMO**: 0.1029 Ha